1.
9
Properties=species:S:1:pos:R:3 method="wB97M-V/def2-TZVPD" charge=0 relative_energy_ev=0.515 homo_ev=-11.253 multiplicity=1 molar_mass_g_mol=54.05 orbital_gap_ev=12.21 total_energy_ev=-6239.738 smiles=O.O.O
O 2.7892 3.4020 8.5483
H 2.5474 2.4746 8.4343
H 3.2497 3.4197 9.3983
O -2.0721 -2.7246 -4.9557
H -1.7131 -2.9644 -4.0968
H -2.9433 -2.3435 -4.8248
O -0.9189 -0.2428 -4.0038
H -0.9448 -0.8551 -4.7500
H 0.0058 -0.1658 -3.7498

=====

2.
9
Properties=species:S:1:pos:R:3 method="wB97M-V/def2-TZVPD" charge=0 relative_energy_ev=0.446 homo_ev=-10.977 multiplicity=1 molar_mass_g_mol=54.05 orbital_gap_ev=11.57 total_energy_ev=-6239.807 smiles=O.O.O
O -2.0481 1.5911 -0.1811
H -1.7231 0.8546 0.3600
H -2.2695 2.2590 0.5056
O 0.3512 0.0017 1.4342
H 1.2806 0.2717 1.4436
H 0.2955 -0.6967 0.7534
O 1.5778 -1.5155 -1.2138
H 1.9928 -1.0732 -1.9573
H 1.3275 -2.3516 -1.6052

=====

3.
9
Properties=species:S:1:pos:R:3 method="wB97M-V/def2-TZVPD" charge=0 relative_energy_ev=0.427 homo_ev=-11.132 multiplicity=1 molar_mass_g_mol=54.05 orbital_gap_ev=11.57 total_energy_ev=-6239.827 smiles=O.O.O
O -1.3650 -2.1841 0.1403
H -1.7744 -1.5133 -0.4061
H -0.4501 -1.9116 0.2098
O 1.5129 1.3187 -1.3121
H 1.0725 0.8109 -0.6306
H 2.2781 1.6932 -0.8756
O -0.1110 0.5030 0.7445
H -0.4065 0.0948 1.5583
H -0.7565 1.1884 0.5716

=====

4.
9
Properties=species:S:1:pos:R:3 method="wB97M-V/def2-TZVPD" charge=0 relative_energy_ev=1.401 homo_ev=-10.559 multiplicity=1 molar_mass_g_mol=54.05 orbital_gap_ev=11.00 total_energy_ev=-6238.852 smiles=O.O.O
O -0.0197 0.1162 0.9299
H 0.0253 -0.6008 0.2859
H -0.1867 -0.1588 1.9359
O -0.7867 -1.8858 -0.6771
H -0.6557 -2.6478 -0.2591
H -1.7097 -2.0688 -0.9241
O 1.1973 2.5882 -0.0261
H 1.3713 2.9222 -1.0451
H 0.7643 1.7352 -0.2201

=====

5.
9
Properties=species:S:1:pos:R:3 method="wB97M-V/def2-TZVPD" charge=0 relative_energy_ev=0.363 homo_ev=-10.793 multiplicity=1 molar_mass_g_mol=54.05 orbital_gap_ev=11.30 total_energy_ev=-6239.890 smiles=O.O.O
O 3.3580 -0.6070 0.0590
H 2.5344 -0.2306 -0.2511
H 3.1625 -0.9164 0.9434
O 0.5297 0.2828 -0.5484
H -0.2999 0.4750 -0.1114
H 0.3243 0.3242 -1.4824
O -2.9456 0.4020 0.2299
H -3.6689 -0.1712 -0.0241
H -2.9945 0.4412 1.1850

=====

6.
9
Properties=species:S:1:pos:R:3 method="wB97M-V/def2-TZVPD" charge=0 relative_energy_ev=0.474 homo_ev=-11.083 multiplicity=1 molar_mass_g_mol=54.05 orbital_gap_ev=11.56 total_energy_ev=-6239.779 smiles=O.O.O
O -2.0324 1.2095 -0.1476
H -2.0064 2.1059 -0.4750
H -1.1577 0.8270 -0.1802
O 1.8610 0.4753 -0.6056
H 1.2731 0.7817 -1.3006
H 1.4015 -0.2738 -0.1956
O 0.4720 -1.5953 0.7085
H 0.6746 -1.8814 1.5695
H -0.4857 -1.6488 0.6265

=====

7.
9
Properties=species:S:1:pos:R:3 method="wB97M-V/def2-TZVPD" charge=0 relative_energy_ev=0.565 homo_ev=-11.108 multiplicity=1 molar_mass_g_mol=54.05 orbital_gap_ev=11.77 total_energy_ev=-6239.688 smiles=O.O.O
O -5.8837 1.6329 -1.7345
H -4.9839 1.4966 -1.4935
H -6.3246 1.4901 -0.8661
O 3.7840 -1.4757 1.8204
H 3.1799 -0.8393 1.4337
H 3.3634 -1.6794 2.6480
O 2.1969 -0.2998 -0.2025
H 2.8037 -0.7484 -0.8112
H 1.8642 0.4230 -0.7943

=====

8.
9
Properties=species:S:1:pos:R:3 method="wB97M-V/def2-TZVPD" charge=0 relative_energy_ev=0.613 homo_ev=-11.390 multiplicity=1 molar_mass_g_mol=54.05 orbital_gap_ev=12.17 total_energy_ev=-6239.640 smiles=O.O.O
O 7.1947 2.6616 -22.6906
H 8.0336 2.2599 -22.4646
H 6.7263 1.9822 -23.1758
O 7.2359 6.4778 -19.1793
H 7.3547 6.0140 -20.0082
H 6.5789 7.1472 -19.3709
O 12.1971 2.3895 -21.7719
H 12.5784 1.7453 -22.3684
H 12.7216 3.1792 -21.9044

=====

9.
9
Properties=species:S:1:pos:R:3 method="wB97M-V/def2-TZVPD" charge=0 relative_energy_ev=0.442 homo_ev=-10.576 multiplicity=1 molar_mass_g_mol=54.05 orbital_gap_ev=11.13 total_energy_ev=-6239.811 smiles=O.O.O
O 0.5179 0.3685 0.3962
H -0.3626 0.0153 0.5096
H 0.6578 1.0992 0.9355
O -1.8327 -0.9442 1.1040
H -2.3113 -1.2741 1.8507
H -1.3195 -1.7022 0.8191
O 1.3099 0.8291 -2.1646
H 2.2721 0.8593 -2.1813
H 1.0685 0.7490 -1.2692

=====

10.
11
Properties=species:S:1:pos:R:3 method="wB97M-V/def2-TZVPD" charge=+1 relative_energy_ev=0.150 homo_ev="-12.129 / -16.842" multiplicity=3 molar_mass_g_mol=113.10 orbital_gap_ev="7.84 / 7.85" total_energy_ev=-23394.925 s2=2.011
O 1.5921 0.6810 0.8544
O -0.3229 -1.5135 -0.2242
O 2.3225 -1.3158 0.0618
Si -0.3458 0.0343 0.1779
P 3.0482 -0.2090 0.5642
H 1.4671 1.4935 1.3014
H -0.1763 -2.4696 -0.1734
H -3.0219 1.3589 -1.5396
H -3.4792 0.8338 -1.3165
H -0.2284 0.7545 -1.1478
H -0.8553 0.3519 1.4419

=====

11.
10
Properties=species:S:1:pos:R:3 method="wB97M-V/def2-TZVPD" charge=+4 homo_ev="-31.322 / -30.912" multiplicity=2 molar_mass_g_mol=258.43 orbital_gap_ev="7.75 / 5.69" total_energy_ev=-10867.064 s2=1.760
Tl -0.0560 0.0523 1.1694
O -2.8639 0.6753 1.9380
H -3.6990 0.3278 1.6249
H -3.0673 1.5650 2.2267
O 2.4516 -0.6858 -0.0560
H 2.8895 -1.4969 0.2022
H 2.8419 -0.4608 -0.9006
O 0.3406 -0.1294 -1.7394
H 0.0463 0.6105 -2.2707
H 1.1161 -0.4580 -2.1943

=====

12.
114
Properties=species:S:1:pos:R:3 method="wB97M-V/def2-TZVPD" charge=0 homo_ev=-10.014 multiplicity=1 molar_mass_g_mol=684.57 orbital_gap_ev=8.77 total_energy_ev=-79042.630
O -3.3655 2.6359 -3.0567
H -3.9008 2.0244 -3.5624
H -3.2718 3.3999 -3.6256
O 2.1830 0.1784 -4.8916
H 2.0221 0.8393 -5.5650
H 2.9335 0.5135 -4.4009
O 3.3946 -4.0479 -0.0741
H 3.0885 -3.3544 -0.6586
H 3.3537 -4.8439 -0.6040
O -1.4733 0.9793 -4.9226
H -2.1638 1.0157 -5.5845
H -0.7402 0.5502 -5.3639
O -0.6023 3.0515 -3.3205
H -0.7259 2.1479 -3.6110
H -1.3543 3.2268 -2.7548
O -3.7188 -0.7809 -1.4365
H -3.1755 -1.0267 -2.1852
H -3.5293 -1.4453 -0.7740
O 2.5650 -0.4658 1.7797
H 2.4874 0.4706 1.9623
H 1.7956 -0.6713 1.2487
O -1.9092 -5.4263 0.8162
H -2.3137 -5.6591 1.6519
H -1.0962 -5.9310 0.7943
O -1.5225 2.3117 1.7412
H -1.3954 2.6428 0.8522
H -0.9066 1.5828 1.8161
O 1.6949 4.4593 -3.0780
H 0.9725 3.9507 -3.4462
H 2.1856 4.7659 -3.8405
O 4.1234 -1.8021 3.9600
H 3.8128 -1.1111 3.3749
H 3.3833 -1.9743 4.5421
O 2.5250 -4.5593 2.5098
H 2.8295 -4.5860 1.6027
H 2.8023 -3.7012 2.8308
O -2.0012 3.3137 -0.6458
H -1.9024 2.4773 -1.1005
H -2.8671 3.6277 -0.9064
O 0.2273 0.4375 -2.4426
H 0.7339 1.1706 -2.7922
H 0.0263 -0.1016 -3.2076
O -2.2737 -1.5924 -3.8554
H -1.9530 -0.7558 -4.1922
H -2.1400 -2.2083 -4.5758
O 2.3250 4.6048 3.3889
H 2.2157 5.3155 2.7571
H 2.3253 3.8089 2.8572
O -3.3409 -1.2355 4.4483
H -4.1123 -0.8150 4.8282
H -3.3723 -2.1346 4.7751
O -1.4361 1.9629 4.5748
H -1.0499 2.7944 4.8500
H -1.6699 2.0991 3.6567
O 3.6534 0.2114 -1.0792
H 4.1028 -0.0304 -0.2694
H 3.1427 -0.5643 -1.3110
O 5.2865 -0.0625 1.3852
H 5.5667 0.2216 2.2553
H 4.4342 -0.4734 1.5298
O 0.0740 -4.6125 -3.0513
H 0.0792 -4.9606 -3.9429
H 0.7571 -3.9420 -3.0514
O -0.6207 -2.1605 1.7241
H -0.4932 -1.9012 2.6366
H -0.2586 -3.0452 1.6732
O -5.1671 -3.4399 0.7090
H -4.2976 -3.1863 0.3992
H -5.5133 -2.6504 1.1250
O 4.0785 1.5347 -3.5307
H 4.2174 2.4732 -3.6582
H 4.1768 1.4036 -2.5876
O -0.2890 -0.9547 4.1259
H -0.0810 -0.1413 4.5857
H -1.2260 -1.0817 4.2747
O -4.3093 1.0633 2.0403
H -4.5499 0.9844 2.9634
H -3.4831 1.5465 2.0481
O 1.9998 2.5107 -1.0472
H 2.2037 1.6109 -1.3024
H 1.5951 2.8948 -1.8250
O 2.8123 1.3944 4.6360
H 2.5596 1.6592 3.7515
H 3.7286 1.1299 4.5547
O -2.6522 -2.8905 0.1257
H -2.3832 -3.7228 0.5143
H -2.2721 -2.2243 0.6983
O 1.5680 -2.3631 -4.4509
H 1.4590 -2.6092 -5.3694
H 1.9045 -1.4675 -4.4807
O -0.0206 5.4304 0.3154
H -0.6833 4.7945 0.0460
H -0.5033 6.2504 0.4199
O 0.0450 0.1204 0.4609
H -0.2742 -0.7236 0.7805
H -0.0779 0.0798 -0.4875
O -2.1835 4.8965 2.2912
H -1.8399 4.0136 2.1545
H -3.1302 4.8050 2.1831
O 1.7811 -2.1572 5.4869
H 1.6198 -1.4295 6.0875
H 1.1803 -2.0041 4.7576
O 2.2405 -2.2163 -1.8878
H 2.3818 -2.3602 -2.8235
H 1.4458 -1.6846 -1.8441
O -5.3612 1.2423 -0.4257
H -4.8506 0.7368 -1.0582
H -4.8197 1.2561 0.3635
O -2.8676 -4.4737 -2.1074
H -1.9579 -4.4148 -2.3992
H -2.9013 -3.9356 -1.3165
O 2.6579 2.3900 2.0507
H 3.5258 2.5937 1.7023
H 2.0672 2.5063 1.3066

=====

13.
10
Properties=species:S:1:pos:R:3 method="wB97M-V/def2-TZVPD" charge=+2 relative_energy_ev=0.229 homo_ev="-24.845 / -21.250" multiplicity=2 molar_mass_g_mol=55.05 orbital_gap_ev="16.16 / 3.65" total_energy_ev=-6231.507 s2=0.757
O -1.8057 0.3699 -0.7819
H -1.7353 0.8584 -1.6302
H -2.7480 0.0796 -0.7724
O 1.8822 -0.9657 -0.2515
H 2.4711 -1.5426 0.2961
H 2.1227 -0.9355 -1.2077
O -0.0352 0.4319 1.2024
H 0.6210 -0.0889 0.6827
H -0.0662 1.0775 1.9368
H -0.7065 0.7155 0.5257

=====

14.
11
Properties=species:S:1:pos:R:3 method="wB97M-V/def2-TZVPD" charge=-1 relative_energy_ev=0.161 homo_ev=-3.426 multiplicity=1 molar_mass_g_mol=135.32 orbital_gap_ev=6.37 total_energy_ev=-43455.510
S 1.2031 -3.5255 0.4563
H 1.5798 -2.2838 0.0570
S -0.9902 0.5998 -2.4000
H -1.2545 -0.6307 -1.9687
H 0.3995 0.6758 -1.8817
S 2.2673 0.2353 -1.4859
H 2.3537 -0.9816 -2.0566
H 0.0848 -3.6189 -0.2851
S -1.8189 3.7672 3.2073
H -1.3051 2.7951 3.9760
H -2.5195 2.9674 2.3812

=====

15.
120
Properties=species:S:1:pos:R:3 method="wB97M-V/def2-TZVPD" charge=0 relative_energy_ev=9.917 homo_ev=-10.345 multiplicity=1 molar_mass_g_mol=720.60 orbital_gap_ev=9.52 total_energy_ev=-83195.898
H -0.4386 3.7928 0.6387
H -0.8328 3.6477 -0.7980
O -0.0380 3.5960 -0.2357
H 0.1512 -3.3262 -5.6112
H -0.3453 -2.2379 -4.6387
O 0.2666 -2.4017 -5.3610
H -2.9868 2.8404 1.6768
H -2.2952 4.2473 1.5719
O -2.1896 3.2803 1.3343
H -1.2032 2.5846 6.3383
H -1.0401 2.8529 4.9022
O -0.5913 3.0626 5.7648
H -4.5857 2.2994 2.3383
H -5.5512 1.3523 1.5095
O -5.4213 2.2324 1.8701
H -0.3016 -3.1983 -2.0179
O 0.6475 -3.2317 -1.8754
H 1.7544 -0.2379 2.3081
O 2.3350 0.5543 2.2487
H 1.3167 -6.9913 0.3278
H 0.5675 -6.5367 -1.0322
O 1.3180 -6.9287 -0.6164
H 5.5912 -0.6679 -1.3825
H 5.5509 -0.3174 0.0684
O 5.9574 -0.0023 -0.7900
H 3.4731 4.0627 2.6120
H 4.1182 2.7631 3.3421
O 4.2494 3.5340 2.7757
H -1.4619 -0.9473 -0.5609
H -1.8678 0.3363 -0.3313
O -2.3298 -0.5136 -0.4335
H 0.9763 2.5383 -1.5624
O 1.1494 1.8806 -2.2781
H 1.6997 -0.7095 -4.4387
H 1.6669 -1.4966 -3.2274
O 2.1424 -0.6972 -3.5474
H -3.2988 -3.3682 -2.0111
H -2.3870 -4.1238 -2.5540
O -2.4738 -3.7725 -1.6237
H -2.4008 2.9685 -5.2021
H -3.2987 2.2204 -4.4127
O -3.1207 2.2781 -5.3669
H -1.3882 2.1583 -3.9886
H 0.0423 2.7466 -3.7835
O -0.8527 2.9788 -4.0314
H 2.1837 -2.6900 5.4275
H 1.2328 -1.5862 5.6080
O 1.4186 -2.3248 5.0200
H 4.3448 -3.1625 0.7638
H 2.9539 -2.7663 0.9645
O 3.7668 -2.8462 1.4696
H 0.4192 -1.6057 1.2212
O 0.7229 -0.7899 0.8284
H 4.5822 -1.6558 4.5590
H 4.0398 -2.8792 3.9675
O 4.0284 -2.4381 4.8473
H -3.8354 -2.8164 3.1613
O -4.0413 -1.8611 3.0601
H -2.1007 3.7730 -2.7472
H -3.2950 3.6287 -1.6921
O -2.4126 3.9774 -1.7921
H 3.3686 -0.9501 -1.8275
H 2.3670 -1.9939 -1.7028
O 2.8767 -1.4393 -1.1367
H -1.4293 1.2166 4.9663
H -1.7718 0.0959 4.0905
O -2.1431 0.9183 4.4008
H -3.2640 -0.2369 2.3241
H -4.2298 0.1690 1.3871
O -3.4171 0.6062 1.8288
H -1.1654 6.1956 0.3760
H -0.7718 5.9773 1.8415
O -1.5319 6.1342 1.2768
H -2.4183 0.4122 -6.3535
H -1.0139 0.0235 -5.8128
O -1.8411 -0.3536 -6.0941
H 2.9833 1.3464 -5.2860
H 4.0351 0.7832 -4.3635
O 3.6990 1.6041 -4.7092
H 3.5130 3.1864 -4.0832
H 3.0608 4.2630 -2.9813
O 2.9168 3.9287 -3.8583
H -3.7109 -2.0671 -3.5183
H -2.6156 -1.9130 -4.7136
O -2.9044 -2.4133 -3.9559
H 0.7591 5.0351 4.1334
H 0.6572 3.7626 3.3777
O 0.9515 4.7011 3.2440
H 1.0065 -3.6402 1.8392
O 0.5340 -3.2963 2.5731
H -0.8140 -0.2407 -3.2502
H -2.2954 -0.1075 -3.2821
O -1.4974 0.3370 -3.5663
H 1.2653 -1.0638 0.1134
H 0.9461 -4.0259 -2.3240
H -4.7795 -1.9184 2.4508
H 1.7105 1.0907 1.7330
H 1.5001 2.5113 -2.9062
H 0.5843 -3.4587 3.5105
O 2.3564 -5.1504 1.4365
H 2.5264 -5.8539 2.0513
H 2.8947 -4.3740 1.6174
O -1.9055 -2.5223 5.4954
H -1.2254 -2.1866 4.8431
H -2.7991 -2.4886 5.1688
O 5.0919 -0.1118 2.8871
H 5.7130 0.5086 2.5365
H 4.1818 0.0386 2.6225
O 3.1352 -2.8694 -4.2907
H 2.9417 -1.8907 -4.1864
H 2.8819 -2.7902 -5.2406
O -3.1736 2.5818 4.0603
H -3.6836 3.3889 3.8979
H -3.7068 1.8919 4.4486
O -4.5432 -1.7901 -1.6767
H -5.1606 -1.1665 -2.0809
H -3.9182 -1.2105 -1.2384
O -1.0144 1.0271 2.1438
H -0.9354 0.7608 1.2165
H -1.0587 1.9690 1.9652

=====

16.
120
Properties=species:S:1:pos:R:3 method="wB97M-V/def2-TZVPD" charge=0 relative_energy_ev=16.692 homo_ev=-9.920 multiplicity=1 molar_mass_g_mol=720.60 orbital_gap_ev=9.58 total_energy_ev=-83189.123
H 3.0625 1.5001 -3.5760
H 1.6832 1.2187 -4.4184
O 2.5251 1.6626 -4.3714
H -1.6527 -4.4010 -1.2051
H -1.4677 -3.6889 0.2275
O -1.9624 -3.6191 -0.5901
H -0.2438 -0.8856 1.4559
H -1.6577 -0.5066 0.7507
O -1.1928 -1.2631 1.1556
H 0.1239 -2.9972 -4.4922
H 0.1353 -3.4638 -5.9973
O -0.3810 -3.6114 -5.1213
H -1.4262 0.8815 3.5217
H -2.9596 0.8345 4.0017
O -2.0599 0.4405 4.0570
H 2.2442 2.8854 -2.1449
O 2.8483 3.5894 -2.4088
H 2.1420 -4.9831 0.8477
O 1.4792 -5.6830 0.8561
H 5.6343 2.9725 2.4934
H 4.8934 3.3992 0.9919
O 4.8153 3.3499 1.9276
H -0.6233 -1.5437 -5.4846
H -0.6700 -0.0256 -5.2805
O -0.2161 -0.7855 -5.8590
H -2.4451 0.7170 -1.9062
H -3.2559 1.8181 -1.4794
O -2.7567 1.5984 -2.3393
H -3.0686 2.8000 2.9323
H -2.8970 2.6455 1.2918
O -2.5306 2.9610 2.1708
H 0.7234 -2.2485 -1.0419
O 0.7392 -1.3876 -0.5954
H 2.7781 3.8517 1.0120
H 3.5676 5.2350 1.0070
O 3.1610 4.5251 0.4947
H -1.3917 2.1574 -0.1056
H -0.2335 1.1801 -0.2192
O -1.3772 1.2752 -0.2195
H -4.2047 -1.7310 2.9400
H -4.0398 -2.3459 1.4987
O -4.2833 -1.4691 1.9900
H -1.2473 -5.8730 -1.4161
H 0.0101 -5.0513 -0.7611
O -0.4694 -5.2609 -1.5468
H 2.6131 -1.7338 -5.0332
H 2.6978 -0.1925 -5.5220
O 2.4038 -0.8231 -4.7921
H 4.1679 -2.0704 1.4787
H 3.6491 -2.0263 3.0236
O 3.5148 -2.2329 2.1241
H 3.1031 3.5996 2.6930
O 2.5383 2.8272 2.3708
H -5.6007 -0.1177 0.7645
H -5.2663 0.2570 2.0275
O -5.9849 0.5087 1.3519
H 5.5105 -0.8352 2.8144
O 5.3481 -0.7425 3.7890
H -4.8308 1.4766 -3.2134
H -4.8865 0.4873 -4.2973
O -5.1588 0.5675 -3.2335
H 4.1112 1.7648 1.3003
H 3.0729 1.4271 0.2843
O 3.7316 1.0741 0.8369
H -3.7901 -3.6242 -1.6526
H -4.0877 -4.4967 -2.8983
O -3.3956 -4.1623 -2.3605
H -0.1390 4.7643 -0.4391
H -0.8441 4.9592 0.9799
O -0.1102 5.2021 0.3636
H 1.7207 -0.5640 4.8251
H 3.1174 0.0784 5.0076
O 2.2559 0.3477 4.7250
H -0.7164 0.9793 -3.5171
H -0.9958 0.3581 -2.0112
O -0.5298 0.4876 -2.7717
H -2.0631 -2.0398 -2.5918
H -1.7026 -2.0906 -1.2245
O -1.8516 -1.4540 -1.8481
H 1.0831 -1.3760 2.0450
H 1.2989 -2.7586 2.6300
O 0.7317 -2.0050 2.7626
H -0.4728 2.6481 5.2320
H 0.4637 1.7321 4.7480
O -0.1117 2.2696 4.4551
H 4.7462 -0.3309 0.1095
H 5.7576 -1.2959 -0.7043
O 5.4722 -0.9766 0.1866
H 1.0486 2.6145 -0.4493
O 1.0255 2.0511 0.3099
H -0.3947 4.3996 -3.0471
H 0.4373 4.0738 -4.3825
O 0.4078 4.4377 -3.4760
H 2.5000 2.2145 3.0595
H 2.5994 3.5561 -3.3674
H 4.9828 0.2365 3.9818
H 1.0523 -5.6427 1.7719
H 0.2234 -0.8241 -1.3326
H 0.6955 2.5722 1.0594
O -0.8881 -4.3041 2.3253
H -1.0293 -5.2304 2.3570
H -1.2778 -3.5458 2.6725
O 2.8613 -2.1577 -2.3872
H 2.8333 -1.2997 -2.7669
H 1.9777 -2.4758 -2.6074
O 2.6387 0.5558 -1.4394
H 2.3060 0.2260 -2.2287
H 2.9213 1.4695 -1.7269
O -4.9157 3.2385 0.3868
H -5.8333 3.3924 0.2144
H -4.6057 2.4220 0.8103
O -2.1532 -2.1046 3.3862
H -1.5761 -1.2914 3.5620
H -2.2992 -1.7805 2.4577
O -2.3887 -3.8084 5.1012
H -2.4642 -4.1345 4.2173
H -1.5815 -3.3244 5.0751
O -3.4765 4.7453 -1.3039
H -3.6545 4.2075 -0.5779
H -4.3953 4.9700 -1.5171